1.
Formula: C15H19BrClNO
Source: the Open Molecules 2025 dataset
Level of theory: the ωB97M-V functional and the def2-TZVPD basis

The calculation puts the frontier orbital gap at 9.246 eV. The spin multiplicity is 1. As for the SMILES: C=CCN(CC=C)CCCOc1ccc(Br)cc1Cl. For the relative energy (zero: lowest compared OMol25 entry of this formula, charge and spin), the calculation gives 15.2 kJ/mol. The maximum force is 0.0091 hartree/bohr.

```
38
Properties=species:S:1:pos:R:3:forces:R:3:nbo_charge:R:1
C -4.79212 0.02173 2.36120 -0.1 0.0 0.1 -0.3916
C -4.33249 0.05613 1.12514 0.1 0.1 0.0 -0.1778
C -3.04186 0.69763 0.71380 0.0 0.0 -0.1 -0.2609
N -2.29641 -0.18897 -0.16314 -0.1 0.0 0.1 -0.4312
C -1.33172 0.47427 -1.00964 0.3 0.2 0.0 -0.2099
H -0.99053 -0.26030 -1.74598 0.0 0.1 -0.1 0.2022
C -0.10877 1.08652 -0.30392 -0.1 0.0 -0.3 -0.4607
C 0.79644 1.79628 -1.30967 -0.4 -0.2 0.0 -0.0588
H 0.32126 2.71616 -1.66001 0.0 -0.1 0.0 0.1999
H 0.98649 1.15710 -2.18098 0.0 0.1 0.0 0.1703
O 2.01423 2.22739 -0.73306 0.3 0.1 0.1 -0.4929
C 2.98875 1.32920 -0.47216 0.2 0.0 0.1 0.3586
C 2.97508 -0.01963 -0.81844 -0.2 0.2 -0.1 -0.3089
C 4.04472 -0.84449 -0.51529 0.2 0.0 0.1 -0.2113
C 5.14340 -0.32588 0.14217 0.1 -0.1 0.0 -0.0995
C 5.19327 1.01153 0.50129 -0.1 -0.1 -0.1 -0.2360
C 4.12183 1.82578 0.19430 -0.2 -0.1 -0.1 -0.1013
Cl 4.16003 3.49238 0.62728 0.1 0.2 0.1 0.0307
H 6.05081 1.41805 1.01299 0.0 0.0 0.0 0.2436
Br 6.61123 -1.45665 0.56370 -0.1 0.1 0.0 0.0549
H 4.01733 -1.88688 -0.79189 0.0 -0.1 0.0 0.2299
H 2.13115 -0.44429 -1.33734 -0.1 0.0 0.0 0.2229
H -0.43062 1.80501 0.45170 0.1 0.0 0.1 0.2118
H 0.45855 0.30216 0.20078 0.0 0.0 0.1 0.2059
H -1.86019 1.26411 -1.55219 0.0 -0.1 -0.1 0.1956
C -1.78292 -1.34276 0.56907 -0.2 0.0 0.0 -0.2695
C -1.07844 -2.31689 -0.32709 0.1 0.1 0.2 -0.1925
C -1.68563 -3.31352 -0.94266 0.1 -0.1 -0.1 -0.3652
H -1.15660 -3.99789 -1.58428 0.1 -0.1 -0.1 0.1984
H -2.74305 -3.48251 -0.82809 -0.3 0.0 0.1 0.1932
H -0.01326 -2.16928 -0.45311 0.2 0.0 -0.1 0.1898
H -1.10536 -1.03447 1.38563 -0.1 0.0 0.0 0.1714
H -2.65222 -1.82798 1.02213 0.2 0.0 0.1 0.2166
H -2.46944 0.99007 1.61104 0.0 0.1 -0.1 0.1694
H -3.27424 1.60510 0.14626 0.1 0.0 0.0 0.2090
H -4.88692 -0.38901 0.31070 -0.1 -0.1 -0.1 0.2038
H -5.73542 -0.43449 2.60803 -0.2 -0.1 0.0 0.2004
H -4.24633 0.45928 3.18172 0.2 0.1 0.1 0.1896
```
Positions in Å, forces in eV/Å.

---

2.
Formula: C4H7NOS
Source: the Open Molecules 2025 dataset
Level of theory: the ωB97M-V functional and the def2-TZVPD basis

The calculation puts the frontier orbital gap at 8.535 eV. The spin multiplicity is 1. As for the SMILES: C=N/C=C\CSO. For the relative energy (zero: lowest compared OMol25 entry of this formula, charge and spin), the calculation gives 278.7 kJ/mol. The maximum force is 0.0636 hartree/bohr.

```
14
Properties=species:S:1:pos:R:3:forces:R:3:nbo_charge:R:1
C 0.12940 -1.31031 -0.19526 -0.5 -2.9 0.2 -0.1643
C 1.06264 -0.41035 -0.00878 2.1 -0.4 -0.1 -0.0682
C -1.34044 -1.31337 0.08886 -1.7 0.1 0.6 -0.6081
C 1.50328 1.80957 0.43976 2.0 -1.4 1.0 -0.0136
N 0.67307 0.85096 0.29577 0.7 3.2 -0.1 -0.4622
O -1.84010 1.07064 -0.87386 -3.0 -0.3 0.3 -0.8542
S -2.25305 0.23288 0.52272 1.2 -0.4 -1.0 0.5048
H 0.44000 -2.32704 -0.53222 0.0 0.9 0.3 0.2111
H 2.17003 -0.59109 -0.16154 -1.3 -0.1 0.0 0.1857
H -1.85883 -1.69403 -0.80425 0.2 0.0 0.2 0.2338
H -1.65007 -2.01345 0.93345 0.8 0.6 -0.9 0.2439
H -0.91122 1.09678 -0.90159 2.3 0.4 0.4 0.4826
H 1.22505 2.81304 0.54766 -1.3 1.3 0.1 0.1708
H 2.65025 1.78578 0.64928 -1.6 -1.0 -0.8 0.1379
```
Positions in Å, forces in eV/Å.